# 1
{
  "formula": "C2H4O4",
  "method": "wB97M-V/def2-TZVPD",
  "elements": ["O", "C", "O", "C", "O", "O", "H", "H", "H", "H"],
  "positions_angstrom": [[2.043, 1.441, -0.297], [1.056, 1.881, -0.658], [0.124, 2.366, -1.095], [0.066, -1.452, 0.312], [-0.264, -0.040, 0.391], [-1.605, 0.028, -0.133], [-0.362, -1.874, 1.366], [1.103, -1.320, 0.359], [-0.285, -1.842, -0.563], [-1.876, 0.812, 0.318]],
  "charge": 0,
  "lumo_energy_ha": 0.026,
  "de_lowest_kcal_mol": 80.5,
  "smiles": "O=C=O.COO",
  "molar_mass_g_mol": 92.0
}



# 2
{
  "formula": "C19H37Br10I2NO2PS",
  "method": "wB97M-V/def2-TZVPD",
  "elements": ["C", "O", "C", "C", "P", "S", "C", "C", "C", "C", "O", "I", "C", "C", "I", "N", "H", "H", "H", "H", "H", "H", "H", "H", "H", "H", "H", "H", "H", "H", "H", "H", "H", "Br", "C", "C", "Br", "H", "H", "H", "H", "Br", "C", "C", "Br", "H", "H", "H", "H", "Br", "C", "C", "Br", "H", "H", "H", "H", "Br", "C", "C", "Br", "H", "H", "H", "H", "Br", "C", "C", "Br", "H", "H", "H", "H"],
  "positions_angstrom": [[0.205, 3.848, 3.310], [0.223, 2.643, 2.502], [-1.076, 2.390, 1.937], [-1.014, 1.319, 0.703], [-2.021, -0.200, 1.332], [-0.960, -1.813, 1.543], [0.522, 0.998, 0.432], [0.666, 0.152, -0.949], [2.161, -0.327, -1.235], [2.684, -1.472, -0.246], [2.553, -1.476, 0.983], [3.690, -3.200, -1.141], [0.086, 1.139, -2.106], [-1.459, 1.363, -1.786], [-2.165, 2.857, -3.262], [-1.736, 1.973, -0.443], [1.200, 4.024, 3.852], [-0.637, 3.715, 4.075], [-0.023, 4.795, 2.719], [-1.746, 2.019, 2.782], [-1.497, 3.403, 1.595], [-2.640, 0.065, 2.616], [-3.114, -0.327, 0.393], [1.163, 1.937, 0.263], [0.954, 0.454, 1.329], [0.005, -0.783, -0.956], [2.840, 0.587, -1.220], [2.165, -0.781, -2.292], [0.211, 0.719, -3.152], [0.707, 2.104, -1.997], [-2.076, 0.415, -1.986], [-1.582, 2.998, -0.518], [-2.757, 1.848, -0.266], [-5.482, -0.242, 0.401], [-5.932, -2.128, 0.604], [-6.567, -2.392, 1.946], [-5.230, -2.415, 3.365], [-5.015, -2.694, 0.441], [-6.633, -2.342, -0.204], [-7.022, -3.382, 1.969], [-7.313, -1.648, 2.224], [2.608, 3.909, -0.043], [4.227, 3.012, 0.574], [4.785, 3.678, 1.806], [5.710, 5.331, 1.355], [4.924, 3.003, -0.264], [3.918, 1.989, 0.796], [5.542, 3.046, 2.274], [4.024, 3.930, 2.544], [-1.581, -3.163, -2.738], [-1.081, -4.466, -1.375], [0.294, -5.032, -1.625], [0.267, -6.352, -3.058], [-1.861, -5.227, -1.364], [-1.105, -3.912, -0.435], [0.650, -5.572, -0.747], [1.032, -4.281, -1.905], [-4.777, -5.335, -1.093], [-5.468, -5.798, 0.671], [-5.697, -7.283, 0.797], [-7.321, -7.829, -0.130], [-6.372, -5.209, 0.822], [-4.701, -5.465, 1.373], [-5.859, -7.559, 1.840], [-4.882, -7.880, 0.390], [6.858, 3.592, -2.731], [7.575, 5.405, -2.744], [9.060, 5.410, -2.475], [9.433, 5.132, -0.583], [7.004, 5.978, -2.015], [7.365, 5.786, -3.745], [9.490, 6.385, -2.709], [9.600, 4.639, -3.022]],
  "charge": 1,
  "lumo_energy_ha": -0.129,
  "molar_mass_g_mol": 1427.4
}



# 3
{
  "formula": "C2H4N2O2S",
  "method": "wB97M-V/def2-TZVPD",
  "elements": ["C", "C", "H", "H", "H", "H", "N", "N", "O", "O", "S"],
  "positions_angstrom": [[0.264, 0.305, 0.444], [-1.872, -0.440, -0.635], [2.468, -0.687, -0.111], [1.500, 1.286, 1.697], [-2.254, -1.604, -0.568], [-2.552, 0.311, -1.263], [1.424, 0.342, 1.167], [0.454, -0.228, -0.737], [2.552, 0.454, 0.549], [-0.696, -0.261, -1.437], [-1.289, 0.521, 0.894]],
  "charge": 0,
  "lumo_energy_ha": 0.020,
  "de_lowest_kcal_mol": 167.9,
  "molar_mass_g_mol": 120.1
}



# 4
{
  "formula": "C14H27AgN5O",
  "method": "wB97M-V/def2-TZVPD",
  "elements": ["Ag", "C", "C", "C", "C", "N", "H", "H", "H", "H", "H", "H", "H", "H", "H", "O", "N", "C", "C", "C", "C", "C", "H", "H", "H", "H", "H", "C", "N", "C", "C", "N", "N", "C", "C", "H", "H", "H", "H", "H", "H", "H", "H", "H", "H", "H", "H", "H"],
  "positions_angstrom": [[0.446, -1.391, -0.375], [-2.027, -2.606, -2.727], [-2.094, -2.987, -1.211], [-3.246, -2.110, -0.613], [-2.629, -4.451, -1.173], [-0.884, -2.907, -0.522], [-3.001, -2.700, -3.248], [-1.293, -3.256, -3.212], [-1.669, -1.573, -2.818], [-4.224, -2.269, -1.109], [-2.966, -1.054, -0.707], [-3.336, -2.345, 0.451], [-3.583, -4.579, -1.719], [-2.768, -4.747, -0.128], [-1.870, -5.106, -1.613], [2.544, -0.481, 0.339], [3.217, -0.569, 1.493], [3.859, 0.556, 1.985], [4.270, 0.634, 3.286], [4.027, -0.413, 4.202], [3.280, -1.513, 3.695], [2.885, -1.566, 2.392], [4.026, 1.330, 1.251], [4.798, 1.526, 3.605], [4.305, -0.341, 5.244], [3.005, -2.332, 4.348], [2.287, -2.357, 1.961], [1.333, 2.924, 0.418], [0.832, 2.609, -0.925], [1.889, 2.042, -1.766], [-0.359, 1.885, -0.951], [-0.442, 0.779, -1.546], [-1.404, 2.501, -0.212], [-2.493, 1.596, 0.118], [-1.869, 3.754, -0.790], [1.735, 2.029, 0.907], [0.536, 3.339, 1.026], [2.134, 3.663, 0.328], [2.681, 2.792, -1.860], [1.484, 1.816, -2.750], [2.306, 1.126, -1.335], [-1.394, 0.425, -1.568], [-3.160, 1.399, -0.734], [-3.094, 2.042, 0.912], [-2.095, 0.643, 0.465], [-1.015, 4.376, -1.051], [-2.490, 4.287, -0.066], [-2.471, 3.585, -1.696]],
  "charge": -2,
  "lumo_energy_ha": [0.179, 0.179],
  "spin_multiplicity": 2,
  "de_lowest_kcal_mol": 7.8,
  "s2": 0.77,
  "molar_mass_g_mol": 389.3
}



# 5
{
  "formula": "C6H10N",
  "method": "wB97M-V/def2-TZVPD",
  "elements": ["C", "C", "C", "C", "C", "C", "N", "H", "H", "H", "H", "H", "H", "H", "H", "H", "H"],
  "positions_angstrom": [[1.929, -0.144, -0.154], [2.285, 0.266, 1.007], [-1.682, 1.345, 1.533], [1.174, -0.516, -1.215], [-0.182, -1.051, -0.796], [-1.290, 0.062, -0.468], [-0.878, 0.898, 0.683], [1.833, 1.202, 1.320], [2.975, -0.297, 1.570], [-2.766, 1.174, 1.492], [-1.223, 1.764, 2.393], [1.094, 0.258, -1.982], [1.922, -1.398, -1.643], [-0.715, -1.668, -1.581], [-0.059, -1.438, 0.249], [-1.583, 0.749, -1.219], [-2.145, -0.594, -0.150]],
  "charge": 1,
  "lumo_energy_ha": -0.229,
  "de_lowest_kcal_mol": 83.9,
  "molar_mass_g_mol": 96.2
}



# 6
{
  "formula": "C4H6O2",
  "method": "wB97M-V/def2-TZVPD",
  "elements": ["O", "C", "C", "C", "C", "O", "H", "H", "H", "H", "H", "H"],
  "positions_angstrom": [[-2.302, -0.571, -1.297], [-1.184, 0.173, -1.736], [-0.126, 0.226, -0.714], [0.644, 0.275, 0.213], [1.547, 0.241, 1.375], [1.102, -0.653, 2.373], [-2.517, -0.271, -0.405], [-1.467, 1.200, -2.015], [-0.824, -0.328, -2.640], [2.566, -0.001, 1.037], [1.580, 1.226, 1.851], [0.980, -1.517, 1.958]],
  "charge": 0,
  "lumo_energy_ha": 0.029,
  "de_lowest_kcal_mol": 61.9,
  "smiles": "OCC#CCO",
  "molar_mass_g_mol": 86.1
}